70
Properties=species:S:1:pos:R:3 method="wB97M-V/def2-TZVPD" de_lowest_ev=0.124 smiles="CCOc1cc2ncc(C#N)c(Nc3ccc(OCc4cccc(F)c4)c(Cl)c3)c2cc1NC(=O)/C=C/CN(C)C" total_energy_ha=-2258.2584 e_homo_ha=-0.286 multiplicity=1 largest_force_ha_per_bohr=0.0199 orbital_gap_ev=7.885
O 1.67 -1.80 -1.38
H -8.33 2.76 -1.09
O -6.78 1.53 -1.02
C -1.10 1.02 4.30
H 5.40 -5.83 -3.44
H -1.61 1.44 5.16
C -5.35 5.96 -2.97
C -7.29 2.82 -0.77
C -5.55 1.21 -0.55
H 4.78 0.42 4.20
N 5.72 -3.73 -3.46
C -6.59 3.92 -1.54
H 7.53 -4.63 -4.14
N 0.18 0.82 4.42
Cl -6.17 -1.20 -1.57
H 0.57 -0.85 0.16
C -3.24 0.92 3.22
C 0.21 -0.06 2.15
C 0.84 0.27 3.38
H 3.79 -2.33 -2.79
C 2.33 -0.84 1.29
C -5.96 3.63 -2.74
N 3.15 -1.38 0.31
H 7.44 -2.86 -4.25
H 6.95 -2.87 -2.03
C 2.80 -1.83 -0.94
C 2.22 0.03 3.54
C 3.93 -2.38 -1.72
C 6.86 -3.78 -4.35
H 6.44 -4.51 -1.62
C -5.34 4.65 -3.43
H 4.01 -4.82 -2.98
C -3.91 -0.55 -0.27
H 5.16 -3.10 -0.17
H -6.01 7.25 -1.40
H 5.39 -1.48 5.69
H -4.85 6.73 -3.54
H -5.93 2.62 -3.13
C 5.00 -2.98 -1.23
C 5.02 -0.57 3.78
C 0.99 -0.61 1.12
C -5.13 -0.11 -0.74
C 6.10 -3.56 -2.08
N -1.83 -0.14 0.87
C -1.85 0.73 3.14
O 4.30 -0.78 2.58
C -6.61 5.22 -1.07
N -4.37 1.07 3.41
H 5.05 -2.63 4.39
H -2.79 2.36 1.04
H 3.73 -1.70 5.10
C 2.96 -0.51 2.53
C -1.20 0.19 2.02
H -1.36 -0.80 0.27
C -3.07 0.32 0.42
H 6.51 -3.86 -5.37
C 4.78 -1.67 4.81
H -7.11 5.45 -0.14
C -5.99 6.23 -1.78
H 4.12 -1.43 0.57
C -3.45 1.65 0.56
H 2.64 0.31 4.50
C -4.68 2.08 0.10
H -3.62 -1.58 -0.42
C 4.87 -4.89 -3.64
H -4.95 3.12 0.23
F -4.71 4.37 -4.59
H -7.27 3.03 0.30
H 6.07 -0.56 3.47
H 4.51 -4.91 -4.67